(1)
C7AlF21O21S7 | wB97M-V/def2-TZVPD

⟨S²⟩ = 0.761
net charge = -5
multiplicity = 2
E_LUMO (spin up / spin down) = 9.41 / 8.04 eV
HOMO-LUMO gap (spin up / spin down) = 5.8438 / 4.2927 eV

```
57
Properties=species:S:1:pos:R:3:forces:R:3
Al 14.28013 8.87170 19.59947 -0.18 -0.07 0.56
C 12.75340 3.75269 18.65889 -1.11 4.34 0.51
F 12.83674 3.80066 17.35595 -0.33 -0.69 -2.39
F 12.13976 2.67652 19.03901 -0.31 -2.23 0.44
F 13.98091 3.84708 19.07326 1.83 -1.09 1.29
S 11.84311 5.29280 19.28471 -2.10 2.50 3.14
O 12.85535 6.32560 19.49889 0.26 -1.62 -0.48
O 10.87478 5.73904 18.29578 0.07 -1.21 -1.05
O 11.15253 4.85102 20.52888 1.52 -0.64 -2.18
C 13.05788 11.43967 14.94916 -1.39 -4.93 3.59
F 11.68383 11.13943 14.84773 0.81 0.57 0.86
F 13.33903 11.85281 13.81657 1.79 2.16 -5.11
F 13.25923 12.38549 15.83047 -0.29 0.96 0.86
S 14.04794 9.74317 15.39777 0.47 -2.75 0.43
O 15.27949 9.68099 14.61745 -0.93 1.74 -0.32
O 14.31017 9.78084 16.84286 -1.23 0.84 -1.54
O 13.13145 8.67701 14.92903 0.08 1.82 0.59
C 9.06725 9.24914 21.32129 2.20 -1.31 -0.08
F 9.39842 10.32233 20.63886 -0.18 0.15 0.18
F 8.24390 9.58567 22.32538 -0.16 -0.17 -0.21
F 8.46173 8.40362 20.46888 -0.69 0.16 0.32
S 10.67076 8.25680 21.93841 3.63 -1.01 0.24
O 11.22112 8.92864 23.15765 -2.17 -0.86 -1.35
O 10.33586 6.83506 22.13421 -0.86 2.97 -0.19
O 11.72147 8.46371 20.88907 -2.73 0.00 1.17
C 13.26268 13.56751 22.47068 -0.77 -3.04 0.69
F 13.02536 14.41832 21.51374 -0.15 1.24 -1.63
F 14.55580 13.29467 22.52270 0.54 0.46 0.08
F 12.91968 14.21562 23.61227 -0.03 -0.11 0.37
S 12.32996 11.83439 22.21769 0.10 -4.32 -0.42
O 10.92927 12.18191 21.99215 0.31 1.48 -0.60
O 12.98815 11.05387 21.11668 -1.27 3.37 0.96
O 12.46065 11.06063 23.43988 0.30 2.47 0.12
C 19.04334 10.37999 17.10124 -3.51 -2.42 0.26
F 18.39701 11.30758 16.37707 0.36 0.46 0.47
F 20.20944 10.18992 16.55692 1.95 -0.07 -0.69
F 19.20067 10.76257 18.36159 0.33 0.84 0.26
S 17.93059 8.74041 17.08008 -3.10 -1.03 -2.26
O 18.76232 7.61287 17.52935 0.34 1.28 -0.17
O 16.76940 8.99723 17.99658 2.99 0.15 -1.85
O 17.57832 8.64830 15.58610 1.60 0.52 4.06
C 16.93348 10.88065 24.03410 0.04 -0.10 -2.20
F 18.18797 10.34903 23.71090 -1.15 1.29 0.79
F 16.83471 11.00195 25.35650 0.63 0.41 -0.01
F 16.85250 12.14624 23.44488 0.59 -1.50 1.24
S 15.60957 9.71443 23.38925 -3.82 -1.87 -1.34
O 16.24403 8.42061 23.51869 1.48 0.41 0.10
O 14.46361 9.83457 24.26049 1.83 1.13 1.21
O 15.20150 10.08434 22.02630 2.35 0.29 0.92
C 15.06688 5.31242 24.07506 -1.01 1.66 -0.10
F 15.83079 6.02419 24.85804 0.79 1.12 1.12
F 15.88600 4.73395 23.22447 -0.01 -1.08 -0.86
F 14.49812 4.40189 24.89434 -0.29 -0.71 -0.35
S 13.72536 6.40711 23.20666 -3.42 3.63 -3.22
O 14.25763 7.07978 21.99103 0.82 -2.30 1.41
O 12.64179 5.46032 22.87741 2.18 0.15 1.50
O 13.26602 7.59273 24.00475 1.00 -3.40 0.86
```
Forces are in eV/Å.



(2)
C7H10 | wB97M-V/def2-TZVPD

energy above the lowest of the compared OMol25 structures with the same formula, charge and spin = 425.7 kJ/mol
net charge = 0
structure (SMILES) = CC1(C)[C@]23C[C@]12C3
E_LUMO = 1.10 eV
HOMO-LUMO gap = 10.7024 eV

```
17
Properties=species:S:1:pos:R:3:forces:R:3
C 1.66406 -1.05457 0.47116 -1.48 -0.44 -1.25
C 1.68185 1.07182 -0.09154 1.54 2.46 -0.84
C 1.10726 -0.18792 -0.71914 0.06 1.14 1.72
C 0.96602 0.23318 0.85666 -0.37 -3.57 -0.53
C -0.25276 -0.03295 -0.10975 -0.78 0.68 -0.77
C -1.11053 -1.29553 -0.09715 -0.58 0.14 1.39
C -1.13475 1.25284 -0.29136 1.72 -2.01 -0.84
H 1.04707 -2.01022 0.49270 1.91 1.15 0.70
H 2.73527 -0.94993 0.47529 0.28 -0.94 0.38
H 2.80533 1.22005 -0.14916 -1.50 -0.45 0.59
H 1.12111 2.00337 -0.12824 0.52 0.15 -1.04
H -0.55640 -2.28809 -0.10862 -1.09 1.37 -0.47
H -1.94458 -1.16270 -0.83328 1.09 -0.55 0.21
H -1.63742 -1.21281 0.87380 0.04 -0.55 -0.26
H -2.09750 1.00652 0.03217 -1.67 -0.21 0.15
H -1.09635 1.71654 -1.26030 -0.21 -0.15 -0.58
H -0.74228 1.92074 0.38847 0.49 1.78 1.43
```
Forces are in eV/Å.



(3)
C7H10 | wB97M-V/def2-TZVPD

energy above the lowest of the compared OMol25 structures with the same formula, charge and spin = 270.2 kJ/mol
net charge = 0
structure (SMILES) = C[C@]12C[C@@H]3[C@H](C1)[C@@H]32
E_LUMO = 1.09 eV
HOMO-LUMO gap = 10.3880 eV

```
17
Properties=species:S:1:pos:R:3:forces:R:3
C -1.29320 -1.54666 -0.01935 0.01 0.18 0.15
C -0.40441 -0.30774 -0.02787 -0.22 0.05 0.35
C -0.33113 0.63351 -1.26243 -0.12 0.15 0.11
C 1.08986 0.91891 -0.82038 0.18 0.20 -0.21
C 1.13113 0.95699 0.70251 0.28 0.03 0.24
C -0.21205 0.64279 1.29617 -0.16 -0.27 -0.20
C 1.17064 -0.35207 -0.03339 0.30 -0.21 0.04
H -2.35438 -1.27310 -0.03731 0.13 0.04 0.07
H -1.13257 -2.22280 -0.87616 0.19 0.47 0.16
H -1.11308 -2.14736 0.87988 -0.05 0.15 -0.05
H -1.06531 1.44544 -1.29599 0.13 0.02 -0.01
H -0.30981 0.11786 -2.23444 -0.18 -0.14 0.44
H 1.89577 1.37969 -1.38063 -0.16 0.02 0.04
H 1.93205 1.53517 1.15218 0.05 -0.43 0.11
H -0.73265 1.50176 1.77393 -0.72 -0.48 -1.07
H -0.14450 -0.11959 2.07813 0.36 0.18 0.15
H 1.87367 -1.16280 0.10515 -0.03 0.06 -0.35
```
Forces are in eV/Å.



Strongest force on any atom
In order: 6.26; 3.63; 1.38
Unit: eV Å⁻¹